# 1
A 6-piece molecular cluster, C42H80Cl4F8INO9P overall at a distorted geometry, computed with the ωB97M-V functional and the def2-TZVPD basis.

Calculated values
maximum force: 0.022 hartree/bohr
net charge: +1
multiplicity: 1

Last column: Löwdin charge in e.
Cartesian coordinates (Å):
C  4.11155  0.15982  -0.88008  -0.067
C  2.67347  -0.05340  -1.22029  -0.696
Cl  1.65329  -0.55150  0.08368  0.827
C  2.10694  0.06789  -2.43459  -0.710
Cl  3.07279  0.42124  -3.81453  0.819
C  0.65918  -0.12112  -2.70163  -0.269
N  0.18958  -1.31722  -2.76520  -0.299
I  1.29676  -3.01774  -2.51274  1.279
C  -1.29839  -1.37912  -2.92029  -0.488
O  -1.69392  -2.35899  -3.82812  -0.045
C  -1.87770  -1.70059  -1.52164  -0.054
C  -2.00167  -3.19921  -1.19210  -0.183
O  -1.26776  -3.53902  -0.01857  -0.142
C  -1.92929  -3.30464  1.19908  -0.087
C  -3.04928  -4.32379  1.50074  -0.384
F  -2.88453  -5.43061  0.74893  0.144
F  -2.92963  -4.69835  2.79621  0.123
C  -4.52400  -3.79387  1.31527  -0.336
F  -5.09177  -3.62590  2.52480  0.151
F  -4.50169  -2.56814  0.71468  0.116
C  -5.48359  -4.68407  0.49172  -0.390
F  -5.66483  -5.82498  1.16457  0.170
F  -4.93104  -4.96398  -0.70469  0.144
C  -6.85061  -3.97458  0.28485  -0.285
F  -6.84466  -3.37091  -0.92547  0.095
F  -7.82990  -4.89415  0.29788  0.117
C  -1.58950  0.05983  -3.46758  -0.417
C  -3.04353  0.45557  -3.12678  -0.091
P  -1.50717  0.23984  -5.36501  0.708
O  -0.24887  -0.77217  -5.69934  -0.336
Cl  -3.09768  -0.88929  -6.01911  0.340
C  -0.41383  0.97824  -2.90232  -0.278
C  0.26862  1.96516  -3.89052  -0.193
C  -0.44671  3.21204  -4.48118  -0.215
C  -1.89897  3.52949  -4.14080  -0.202
C  -2.30563  4.86477  -4.79382  -0.253
O  -3.07386  5.69948  -3.94892  -0.064
C  -0.69845  1.50951  -1.46934  -0.148
C  0.32093  2.42596  -0.77393  -0.675
C  0.11749  2.42005  0.75154  -0.114
Cl  0.14856  4.12672  -1.33952  0.714
H  4.37383  -0.40768  0.01036  0.084
H  4.29590  1.22739  -0.70567  0.092
H  4.75054  -0.15983  -1.70439  0.079
H  -0.98520  -2.98383  -4.02237  0.054
H  -2.83910  -1.21432  -1.38219  0.117
H  -1.20472  -1.27864  -0.76766  0.104
H  -1.60480  -3.83433  -1.97959  0.097
H  -3.05274  -3.47050  -1.08776  0.116
H  -2.31367  -2.28333  1.26026  0.141
H  -1.18962  -3.43063  1.99012  0.104
H  -7.04368  -3.21482  1.04327  0.170
H  -3.48576  1.10500  -3.87871  0.053
H  -3.66140  -0.44367  -3.11319  0.086
H  -3.13700  0.92972  -2.15199  0.086
H  -0.53450  -1.48068  -6.29163  0.049
H  0.66612  1.38282  -4.72542  0.067
H  1.14845  2.33569  -3.35707  0.082
H  -0.38329  3.15164  -5.57228  0.113
H  0.14762  4.08165  -4.19352  0.090
H  -2.05717  3.63410  -3.06826  0.087
H  -2.53554  2.75523  -4.56396  0.066
H  -1.41220  5.44411  -5.04015  0.120
H  -2.82832  4.67192  -5.73875  0.122
H  -3.84448  5.21849  -3.63151  0.086
H  -1.65849  2.02884  -1.45136  0.113
H  -0.82258  0.63587  -0.82437  0.083
H  1.34723  2.16269  -1.02235  0.067
H  -0.52428  1.59085  1.05687  0.073
H  -0.31768  3.35558  1.09196  0.059
H  1.07304  2.27641  1.26027  0.077
C  5.78272  3.98529  -2.89799  -0.068
C  4.38278  4.00389  -2.31040  -0.291
O  4.33459  3.90530  -0.89800  -0.187
C  4.97843  4.94632  -0.17491  -0.270
C  4.41197  6.32783  -0.44576  -0.071
H  6.31986  3.08884  -2.58387  0.081
H  5.72888  3.99584  -3.98701  0.081
H  6.36748  4.85169  -2.58902  0.072
H  3.83376  3.12520  -2.65101  0.082
H  3.82946  4.88221  -2.66111  0.111
H  6.05777  4.92888  -0.35921  0.111
H  4.83224  4.68640  0.87309  0.119
H  4.54945  6.63466  -1.48324  0.069
H  4.91511  7.06147  0.18377  0.082
H  3.34427  6.35437  -0.22345  0.077
C  -4.15619  8.08076  -1.32375  -0.077
C  -4.03237  8.09517  0.18788  -0.278
O  -3.30507  7.00476  0.73054  -0.160
C  -1.95070  6.88726  0.33172  -0.295
C  -1.09493  8.09365  0.67739  -0.073
H  -4.62720  7.15673  -1.65806  0.072
H  -4.77145  8.91945  -1.65099  0.080
H  -3.19173  8.16127  -1.82428  0.067
H  -5.02222  8.01767  0.63762  0.119
H  -3.60569  9.04542  0.52754  0.108
H  -1.87640  6.65801  -0.73896  0.094
H  -1.58003  6.01216  0.86814  0.101
H  -1.41997  8.99162  0.15137  0.069
H  -0.05745  7.90406  0.39835  0.071
H  -1.13509  8.29718  1.74814  0.084
C  1.55208  -3.49563  2.36603  -0.067
C  2.52612  -2.48205  2.94514  -0.284
O  2.21933  -2.07248  4.25920  -0.152
C  2.21460  -3.08960  5.24795  -0.281
C  3.54783  -3.79424  5.42332  -0.065
H  0.53682  -3.09432  2.39533  0.043
H  1.81267  -3.71687  1.32855  0.070
H  1.55799  -4.43744  2.91596  0.083
H  2.47776  -1.57088  2.34996  0.061
H  3.55341  -2.86000  2.87488  0.096
H  1.41651  -3.81431  5.04557  0.104
H  1.94905  -2.58226  6.17482  0.118
H  3.85389  -4.33062  4.52344  0.060
H  3.47783  -4.52091  6.23254  0.083
H  4.32931  -3.07478  5.66969  0.086
C  3.85175  -6.04930  -1.67826  -0.074
C  4.97405  -5.05990  -1.41020  -0.282
O  4.82268  -4.33949  -0.20034  -0.173
C  4.80118  -5.11296  0.99186  -0.280
C  6.05983  -5.92663  1.22841  -0.066
H  2.90137  -5.51467  -1.63254  0.027
H  3.97144  -6.50428  -2.66123  0.084
H  3.81021  -6.85143  -0.94231  0.075
H  4.97683  -4.29133  -2.18533  0.113
H  5.94744  -5.55816  -1.45926  0.114
H  3.91583  -5.75909  1.01421  0.110
H  4.67942  -4.38202  1.79190  0.097
H  6.21465  -6.68190  0.45721  0.071
H  5.98983  -6.44340  2.18543  0.082
H  6.93648  -5.27860  1.24790  0.087
C  -4.31536  -3.37417  6.84742  -0.074
C  -3.61826  -2.03728  7.03232  -0.277
O  -2.23988  -2.13852  7.34237  -0.150
C  -1.42996  -2.79091  6.38638  -0.274
C  -1.42286  -2.12147  5.02118  -0.067
H  -4.20162  -3.99094  7.73926  0.084
H  -5.37909  -3.21484  6.66901  0.078
H  -3.91820  -3.93278  5.99822  0.059
H  -4.05420  -1.50962  7.88003  0.120
H  -3.77043  -1.40148  6.15191  0.105
H  -1.71034  -3.84740  6.29679  0.113
H  -0.42460  -2.76717  6.80615  0.107
H  -2.41109  -2.12777  4.55693  0.060
H  -0.73320  -2.63972  4.35302  0.048
H  -1.09857  -1.08374  5.10986  0.090



# 2
A 5-piece molecular cluster, C42H81BrF5N7O6S2 overall at a distorted geometry, computed with the ωB97M-V functional and the def2-TZVPD basis.

Calculated values
maximum force: 0.096 hartree/bohr
structure (SMILES): C#CCO[C@](OC#N)([C@H](Br)OCCCCCCCCSc1nnco1)S(=O)(=O)C(F)(F)C(F)(F)F.CCN(CC)CC.CCN(CC)CC.CCN(CC)CC.CCN(CC)CC
multiplicity: 1

Last column: Löwdin charge in e.
Cartesian coordinates (Å):
C  7.50976  0.35916  -3.70625  0.119
C  6.60700  0.82397  -3.06424  -0.065
C  5.48821  1.55517  -2.35692  -0.164
O  5.05492  0.68952  -1.29645  -0.032
C  4.21573  1.24411  -0.35970  -0.522
O  4.82566  1.45557  0.90692  -0.023
C  6.02305  2.01103  0.77994  -0.277
N  7.11041  2.39808  0.70245  0.229
C  3.05810  0.16414  -0.10258  -0.582
Br  3.71284  -1.02813  1.38187  0.796
O  2.89112  -0.65597  -1.18765  -0.163
C  1.52949  -1.13535  -1.23481  -0.194
C  1.16867  -1.73954  -2.61025  -0.161
C  0.31444  -3.04309  -2.54286  -0.185
C  -0.77895  -3.06626  -1.43830  -0.203
C  -2.12223  -2.38442  -1.82641  -0.200
C  -1.99475  -0.94236  -2.40077  -0.192
C  -3.41444  -0.26511  -2.30347  -0.238
C  -3.36816  1.20923  -1.77504  -0.436
S  -4.44153  1.47131  -0.29377  0.940
C  -3.32753  1.04515  1.03865  -0.676
N  -3.33943  0.00239  1.81269  0.067
N  -2.25064  0.19580  2.62307  0.028
C  -1.64619  1.28426  2.31286  -0.153
O  -2.32224  1.90592  1.28869  0.013
S  3.36420  2.84511  -0.77738  0.827
O  2.43233  3.08482  0.30629  -0.259
O  4.24080  3.98656  -0.81355  -0.234
C  2.30326  2.78353  -2.31056  -0.424
F  2.91725  3.57040  -3.22730  0.120
F  2.19887  1.56313  -2.87286  0.136
C  0.86071  3.35851  -2.12446  -0.570
F  0.90407  4.59677  -1.66694  0.208
F  0.29328  3.34757  -3.34353  0.175
F  0.08792  2.57536  -1.36773  0.166
H  8.47571  0.22695  -4.17087  0.043
H  5.95542  2.49572  -2.00758  0.132
H  4.72655  1.72364  -3.14232  0.127
H  2.13709  0.61507  0.29731  0.104
H  0.79796  -0.32638  -1.02184  0.114
H  1.43979  -1.87007  -0.40573  0.112
H  2.11751  -1.98663  -3.13167  0.122
H  0.68019  -0.98104  -3.25368  0.099
H  0.97278  -3.93303  -2.48737  0.111
H  -0.21001  -3.13374  -3.51819  0.113
H  -0.46160  -2.66391  -0.45943  0.100
H  -1.01722  -4.13713  -1.25459  0.112
H  -2.72837  -2.99625  -2.52964  0.115
H  -2.72889  -2.34603  -0.89586  0.108
H  -1.69981  -0.98257  -3.47080  0.111
H  -1.23477  -0.31753  -1.89531  0.087
H  -3.93594  -0.36119  -3.27474  0.107
H  -4.03848  -0.83059  -1.58194  0.080
H  -2.35030  1.56705  -1.55701  0.057
H  -3.83535  1.83967  -2.55812  0.075
H  -0.74291  1.68683  2.76699  0.138
C  -11.43839  3.09314  2.60973  -0.093
C  -10.25862  2.13255  2.66486  -0.276
N  -9.61446  1.93354  1.37850  -0.198
C  -8.68885  0.81062  1.36546  -0.248
C  -7.44790  0.89651  2.25748  -0.088
C  -9.15093  3.13504  0.70404  -0.248
C  -8.15288  4.03358  1.44181  -0.082
H  -12.16724  2.77941  1.86028  0.079
H  -11.94195  3.11570  3.57812  0.072
H  -11.12496  4.11417  2.38441  0.063
H  -10.64216  1.16924  3.01330  0.117
H  -9.55115  2.48231  3.43094  0.100
H  -8.36937  0.62352  0.33540  0.109
H  -9.24763  -0.08682  1.65171  0.109
H  -6.70502  1.58262  1.85147  0.028
H  -6.97213  -0.08540  2.31810  0.074
H  -7.68821  1.20156  3.27708  0.069
H  -10.02566  3.74092  0.44889  0.100
H  -8.72649  2.85892  -0.26591  0.113
H  -8.43785  4.20719  2.48100  0.068
H  -8.10836  5.00978  0.95241  0.072
H  -7.14390  3.62324  1.42286  0.050
C  -7.00767  -3.69236  -2.28290  -0.086
C  -6.60285  -3.65807  -3.75012  -0.275
N  -5.46508  -4.50837  -4.05597  -0.199
C  -4.89723  -4.25766  -5.37214  -0.258
C  -5.76842  -4.55404  -6.59627  -0.087
C  -5.59391  -5.90926  -3.68722  -0.250
C  -6.76721  -6.70101  -4.27324  -0.083
H  -6.16277  -3.45072  -1.63495  0.075
H  -7.79229  -2.95600  -2.09878  0.073
H  -7.40332  -4.66646  -1.98994  0.066
H  -6.33656  -2.62344  -3.98723  0.114
H  -7.47943  -3.90405  -4.36690  0.100
H  -3.95789  -4.81143  -5.46652  0.110
H  -4.60551  -3.20218  -5.41453  0.104
H  -5.85781  -5.62361  -6.78131  0.055
H  -5.30948  -4.11607  -7.48628  0.071
H  -6.76876  -4.12839  -6.50638  0.067
H  -5.65771  -5.96946  -2.59672  0.101
H  -4.66205  -6.42930  -3.92835  0.114
H  -7.70940  -6.15321  -4.21599  0.068
H  -6.89920  -7.62869  -3.71123  0.072
H  -6.59188  -6.98143  -5.31091  0.054
C  3.82919  -7.29347  6.27537  -0.093
C  3.54190  -6.79933  4.86443  -0.277
N  3.25225  -5.37774  4.79748  -0.198
C  2.69663  -4.96325  3.51863  -0.250
C  3.58232  -5.09871  2.27646  -0.091
C  4.26080  -4.49367  5.35887  -0.247
C  5.68173  -4.57239  4.79084  -0.083
H  3.01638  -7.03516  6.95638  0.079
H  3.93139  -8.38040  6.27245  0.072
H  4.75937  -6.88229  6.67177  0.064
H  2.66846  -7.34866  4.50116  0.117
H  4.38132  -7.08074  4.21158  0.100
H  2.35619  -3.92598  3.59679  0.108
H  1.78419  -5.54404  3.34640  0.109
H  4.35830  -4.33447  2.24677  0.040
H  2.97400  -4.96718  1.37763  0.067
H  4.05318  -6.08037  2.20615  0.067
H  4.31699  -4.68180  6.43517  0.101
H  3.90921  -3.46009  5.28762  0.114
H  6.02813  -5.60101  4.67597  0.067
H  6.37574  -4.07273  5.47115  0.072
H  5.76441  -4.06937  3.82817  0.053
C  10.84944  6.96867  2.91974  -0.094
C  9.52606  6.46574  2.35965  -0.275
N  8.63589  7.53181  1.93403  -0.199
C  7.27691  7.07798  1.67764  -0.249
C  7.05745  6.09112  0.52776  -0.088
C  9.17914  8.46663  0.96293  -0.251
C  9.68895  7.90429  -0.36821  -0.086
H  10.68879  7.68109  3.73102  0.078
H  11.42402  6.13043  3.31863  0.071
H  11.46342  7.44619  2.15377  0.063
H  9.03306  5.89909  3.15469  0.118
H  9.73156  5.75155  1.54914  0.101
H  6.63314  7.94929  1.52194  0.111
H  6.90096  6.61384  2.59567  0.109
H  7.13400  6.57776  -0.44438  0.056
H  6.05046  5.67127  0.59283  0.058
H  7.75720  5.25507  0.55850  0.053
H  10.00246  9.00968  1.43690  0.100
H  8.43396  9.24062  0.75660  0.114
H  10.30749  7.01501  -0.23507  0.067
H  10.30609  8.65418  -0.86973  0.070
H  8.87266  7.66026  -1.04663  0.052



Computed LUMO level (eV) in order:
-4.2; -0.5
Computed electronic energy (Ha) in order:
-5658.642806; -6353.037577
Computed HOMO level (eV) in order:
-11.00; -7.86